Entry 1:
ORCA calculation (ωB97M-V/def2-TZVPD) on a structure of composition C48H66Cl2F10I2KN5NaO25PS2.

ORCA input file:
```
! wB97M-V def2-TZVPD RIJCOSX def2/J DEFGRID3
* xyz 0 1
C -4.167 2.640 -0.434
C -2.965 3.555 -0.789
C -3.027 4.815 0.068
O -1.838 5.605 0.004
C -1.001 5.500 1.124
C -0.223 4.198 1.030
C -0.594 3.114 1.805
N -1.698 3.191 2.705
C 0.129 1.918 1.693
C -0.309 0.741 2.463
O -0.432 -0.296 1.886
O -0.659 0.783 3.797
C 0.373 0.537 4.731
I 1.660 2.298 4.944
C 1.178 -0.729 4.518
C 1.979 -1.003 5.797
I -0.220 -2.305 4.209
C 1.218 1.831 0.812
C 1.988 0.529 0.743
C 1.849 -0.218 -0.588
C 0.384 -0.333 -1.035
C 0.292 -0.472 -2.572
C -1.060 0.024 -3.038
O -1.981 -1.073 -2.837
C -3.115 -0.702 -2.136
C -3.376 -1.490 -0.881
O -3.827 0.163 -2.518
C 1.545 2.935 0.028
C 2.683 2.854 -0.974
O 3.865 2.336 -0.443
C 4.539 3.224 0.438
C 5.533 2.390 1.253
O 6.074 1.406 0.415
C 6.059 0.087 0.938
C 5.825 -0.928 -0.191
N 0.819 4.095 0.151
P 1.112 5.582 -0.840
O 2.704 5.781 -0.633
Cl 0.894 4.849 -2.723
H -4.780 2.465 -1.308
H -3.820 1.679 -0.063
H -4.769 3.075 0.361
H -3.048 3.830 -1.836
H -2.047 2.988 -0.637
H -3.847 5.423 -0.308
H -3.289 4.546 1.090
H -0.344 6.360 1.170
H -1.558 5.490 2.055
H -1.377 3.230 3.653
H -2.324 2.399 2.596
H -0.135 0.442 5.684
H 1.835 -0.656 3.657
H 1.275 -0.924 6.626
H 2.756 -0.263 5.976
H 2.357 -2.016 5.819
H 1.693 -0.162 1.512
H 3.044 0.711 0.918
H 2.512 0.209 -1.334
H 2.228 -1.227 -0.414
H -0.176 0.560 -0.774
H -0.108 -1.167 -0.532
H 1.052 0.194 -2.969
H 0.474 -1.491 -2.873
H -1.020 0.298 -4.090
H -1.365 0.893 -2.463
H -3.073 -0.887 -0.028
H -4.419 -1.768 -0.820
H -2.786 -2.403 -0.887
H 2.891 3.790 -1.478
H 2.366 2.162 -1.752
H 5.069 3.959 -0.174
H 3.850 3.773 1.086
H 6.325 3.028 1.649
H 4.981 1.974 2.100
H 7.051 -0.115 1.344
H 5.289 -0.067 1.692
H 5.980 -0.482 -1.167
H 6.527 -1.750 -0.083
H 4.820 -1.332 -0.108
H 2.835 6.565 -0.085
C -1.675 -3.075 -5.925
C -1.767 -1.817 -6.766
C -0.834 -1.862 -7.968
C 0.532 -1.933 -7.467
N 1.590 -2.050 -7.035
H -0.660 -3.210 -5.546
H -2.352 -3.000 -5.069
H -1.949 -3.963 -6.492
H -1.518 -0.944 -6.155
H -2.798 -1.684 -7.096
H -0.961 -0.973 -8.588
H -1.058 -2.714 -8.609
F -3.098 -4.264 -8.490
C -3.438 -4.638 -9.750
C -3.000 -3.870 -10.810
C -3.345 -4.256 -12.096
C -4.123 -5.387 -12.301
C -4.556 -6.140 -11.218
C -4.208 -5.767 -9.927
H -2.400 -2.984 -10.632
H -3.004 -3.669 -12.938
H -4.393 -5.682 -13.306
H -5.166 -7.019 -11.376
H -4.528 -6.343 -9.069
O -3.198 -1.686 2.530
H -2.452 -1.341 3.024
C 6.372 1.742 -5.851
C 5.856 1.187 -4.750
C 4.815 0.104 -4.818
O 4.408 -0.356 -3.754
C 4.349 -0.324 -6.113
C 4.856 0.231 -7.230
C 5.920 1.299 -7.166
O 6.353 1.747 -8.206
O 4.462 -0.118 -8.434
O 6.220 1.548 -3.518
H 7.122 2.519 -5.813
H 3.585 -1.090 -6.147
H 4.966 0.425 -9.070
H 5.696 0.989 -2.914
Na 0.239 -3.050 -2.264
C -6.732 -4.099 6.338
F -6.720 -5.420 6.147
F -6.044 -3.529 5.349
F -7.999 -3.678 6.245
S -6.011 -3.696 7.978
O -4.659 -4.172 7.914
O -6.861 -4.355 8.927
N -6.174 -2.115 7.903
S -5.661 -1.348 9.173
O -4.236 -1.338 9.369
O -6.451 -1.507 10.363
C -6.042 0.358 8.614
F -7.336 0.529 8.376
F -5.381 0.683 7.484
F -5.680 1.251 9.548
K -1.771 3.603 5.637
C -9.942 -1.763 11.278
N -9.826 -1.192 9.911
O -9.647 -1.959 8.996
O -9.914 0.017 9.807
H -9.840 -2.839 11.207
H -9.145 -1.334 11.875
H -10.917 -1.483 11.666
O 1.233 0.445 -11.252
Cl -0.095 0.806 -10.827
O -0.855 -0.407 -10.554
O -0.756 1.562 -11.855
O -0.027 1.581 -9.605
C 7.434 -0.757 9.324
C 7.543 0.510 8.505
O 7.511 0.222 7.089
C 6.319 0.041 6.557
O 5.264 0.090 7.118
C 6.455 -0.208 5.045
F 7.429 -1.073 4.768
F 6.731 0.943 4.410
F 5.318 -0.690 4.539
H 8.211 -1.465 9.034
H 7.540 -0.532 10.384
H 6.473 -1.245 9.168
H 8.500 0.995 8.683
H 6.761 1.223 8.760
*
```

Its LUMO energy is -0.14583 Eh. Its maximum force is 2.0 eV Å⁻¹. For the total energy, the calculation gives -8437.16092 hartree. As for the HOMO-LUMO gap: 2.9 eV. As for the HOMO energy: -6.9 eV.

Here are the Löwdin charges for atoms 1 to 99, given in e: -0.0713 -0.2038 -0.2038 -0.1355 -0.2072 -0.1389 -0.1791 0.1018 -0.0111 -0.4602 0.0981 -0.1365 -0.7371 0.9266 -0.8084 -0.1864 1.1717 -0.0540 -0.0961 -0.1450 -0.1666 -0.1516 -0.1412 -0.0451 -0.5154 0.0337 0.1479 -0.0997 -0.1829 -0.1256 -0.1515 -0.1843 -0.1259 -0.2452 -0.0336 -0.0698 0.6776 -0.2943 0.3895 0.0735 0.0621 0.0741 0.1139 0.0832 0.1367 0.1041 0.0985 0.1166 -0.0680 0.1261 0.0941 0.0659 0.0819 0.0244 0.0718 0.0970 0.1121 0.0968 0.1195 0.1075 0.1152 0.1279 0.0511 0.1291 0.1214 0.0665 0.1040 0.0752 0.0649 0.1304 0.1338 0.1210 0.1318 0.1118 0.1189 0.0986 0.0661 0.0764 0.0580 0.0749 -0.1129 -0.2419 -0.1694 -0.1954 0.1621 0.0495 0.0644 0.0650 0.0985 0.1185 0.0863 0.1097 0.0372 -0.2725 -0.0016 -0.0689 -0.0955 -0.0883 -0.0244

***

Entry 2:
ORCA calculation (ωB97M-V/def2-TZVPD) on a cluster of 2 separate species, C9H14O in total.

ORCA input file:
```
! wB97M-V def2-TZVPD RIJCOSX def2/J DEFGRID3
* xyz 0 1
C 1.760 0.574 2.279
C 0.553 -0.103 1.731
C 0.632 -1.013 0.698
C -0.560 -1.528 0.142
C -1.768 -1.226 0.673
O -2.915 -1.592 0.014
C -1.877 -0.247 1.668
C -0.725 0.355 2.140
H 1.823 0.702 3.365
H 2.118 1.402 1.664
H 2.541 -0.213 2.242
H 1.601 -1.270 0.288
H -0.475 -1.998 -0.829
H -3.717 -1.170 0.318
H -2.842 0.142 1.969
H -0.793 1.181 2.836
C 0.266 0.669 -3.379
C 0.825 0.891 -1.980
H 0.873 -0.129 -3.816
H -0.776 0.351 -3.323
H 0.376 1.574 -3.982
H 0.268 1.398 -1.187
H 1.825 1.341 -1.994
H 0.989 -0.091 -1.535
*
```

Its LUMO energy is 0.03138 Eh. Its maximum force is 2.7 eV Å⁻¹. For the total energy, the calculation gives -426.54223 hartree. As for the energy above the lowest of the compared OMol25 structures with the same formula, charge and spin: 19.2 kcal per mole. As for the HOMO-LUMO gap: 9.3 eV. As for the HOMO energy: -8.5 eV.

Table of natural (NBO) atomic charges, one value per atom, all in e: -0.6439 -0.0592 -0.1830 -0.2747 0.2969 -0.6849 -0.2740 -0.1829 0.2257 0.2243 0.2141 0.2152 0.2245 0.4830 0.2068 0.2105 -0.6073 -0.6107 0.2032 0.2075 0.2023 0.2098 0.1973 0.1993